Entry 1:
DFT (wB97M-V/def2-TZVPD) results for an isolated molecule of C2H5NO.

Positions of all 9 atoms, in Å:
1 C 0.274 -1.072 0.175
2 N -0.097 0.131 -0.536
3 C -0.344 1.291 0.116
4 O -0.199 1.471 1.310
5 H -0.148 -1.063 1.186
6 H -0.158 -1.938 -0.345
7 H 1.361 -1.002 0.183
8 H 0.097 0.147 -1.526
9 H -0.786 2.036 -0.563

Output
* structure (SMILES): CNC=O
* highest occupied orbital energy: -9.8 eV
* total energy: -209.19672 hartree
* orbital gap: 10.709 eV
* multiplicity: 1
* LUMO: 0.889 eV
* relative energy (zero: lowest compared OMol25 entry of this formula, charge and spin): 16.1 kcal per mole
* M: 59.1 g/mol

For reference, the Mulliken charges in units of e are:
1. C -0.700
2. N -0.183
3. C 0.055
4. O -0.551
5. H 0.265
6. H 0.269
7. H 0.283
8. H 0.231
9. H 0.332

***

Entry 2:
DFT (wB97M-V/def2-TZVPD) results for the ion C5H11FN2O2 with charge +2.

Positions of all 21 atoms, in Å:
1 C -0.144 -0.437 0.141
2 C -3.837 -0.187 -0.159
3 C 1.037 0.409 0.305
4 C -2.555 -0.767 0.234
5 C 2.451 -0.056 0.356
6 N 3.264 0.790 -0.695
7 N -1.399 0.074 0.182
8 O -4.092 0.998 -0.498
9 O 2.535 -1.365 0.019
10 F 0.857 1.728 0.544
11 H 0.022 -1.479 -0.063
12 H -4.716 -0.837 -0.113
13 H -2.734 -1.177 1.254
14 H -2.390 -1.674 -0.376
15 H 2.907 0.209 1.324
16 H 3.007 0.483 -1.645
17 H 3.054 1.795 -0.598
18 H 4.279 0.664 -0.586
19 H -3.359 1.643 -0.600
20 H -1.467 1.019 0.544
21 H 3.280 -1.832 0.432

Output
* highest occupied orbital energy: -15.7 eV
* total energy: -556.28367 hartree
* net charge: +2
* orbital gap: 6.970 eV
* multiplicity: 1
* LUMO: -8.703 eV
* M: 150.2 g/mol

For reference, the Mulliken charges in units of e are:
1. C -0.281
2. C 0.132
3. C -0.048
4. C -0.357
5. C 0.092
6. N -0.359
7. N -0.227
8. O -0.282
9. O -0.516
10. F -0.302
11. H 0.414
12. H 0.400
13. H 0.387
14. H 0.403
15. H 0.376
16. H 0.353
17. H 0.358
18. H 0.368
19. H 0.399
20. H 0.315
21. H 0.374

***

Entry 3:
DFT (wB97M-V/def2-TZVPD) results for a cluster of 2 separate species, C10H10N2O2 in total.

Positions of all 24 atoms, in Å:
1 O 2.939 2.490 0.046
2 C 2.709 1.274 -0.237
3 C 3.801 0.284 -0.497
4 C 3.749 -0.939 -0.095
5 N 2.435 -1.426 0.214
6 C 1.228 -0.792 0.065
7 O 0.175 -1.334 0.266
8 N 1.450 0.603 -0.196
9 H 4.862 0.797 -0.407
10 H 4.539 -1.567 -0.026
11 H 2.317 -2.349 0.382
12 H 0.639 1.310 -0.404
13 C -3.119 -0.408 -1.102
14 C -2.264 -1.199 -0.266
15 C -1.587 -0.630 0.813
16 C -2.043 0.667 1.278
17 C -2.890 1.404 0.408
18 C -3.422 0.893 -0.752
19 H -3.476 -0.730 -2.109
20 H -1.944 -2.130 -0.647
21 H -0.862 -1.186 1.510
22 H -1.848 0.932 2.352
23 H -3.148 2.500 0.613
24 H -4.241 1.537 -1.206

Output
* structure (SMILES): O=c1cc[nH]c(=O)[nH]1.c1ccccc1
* highest occupied orbital energy: -8.3 eV
* total energy: -646.94344 hartree
* orbital gap: 8.622 eV
* multiplicity: 1
* LUMO: 0.317 eV
* relative energy (zero: lowest compared OMol25 entry of this formula, charge and spin): 99.5 kcal per mole
* M: 190.2 g/mol

For reference, the Mulliken charges in units of e are:
1. O -0.589
2. C 0.540
3. C -0.577
4. C -0.227
5. N -0.130
6. C 0.336
7. O -0.501
8. N -0.036
9. H 0.280
10. H 0.500
11. H 0.173
12. H 0.292
13. C -0.273
14. C -0.633
15. C 0.119
16. C -0.508
17. C -0.151
18. C -0.436
19. H 0.307
20. H 0.414
21. H 0.278
22. H 0.297
23. H 0.260
24. H 0.263

***

Entry 4:
DFT (wB97M-V/def2-TZVPD) results for a cluster of 2 separate species, CH4BrN2 in total.

Positions of all 8 atoms, in Å:
1 C 0.144 0.092 0.038
2 N 0.415 1.366 0.144
3 N -0.945 -0.462 0.428
4 Br -0.480 2.695 0.917
5 H 0.774 -0.492 -0.502
6 H 2.220 1.531 0.216
7 H -1.190 -1.483 0.456
8 H -1.669 0.311 0.750

Output
* highest occupied orbital energy (alpha / beta): -14.8 / -14.8 eV
* total energy: -2723.59106 hartree
* net charge: +1
* orbital gap (alpha / beta): 7.668 / 7.669 eV
* multiplicity: 1
* LUMO (alpha / beta): -7.159 / -7.158 eV
* relative energy (zero: lowest compared OMol25 entry of this formula, charge and spin): 120.5 kcal per mole
* M: 124.0 g/mol

For reference, the Mulliken charges in units of e are:
1. C 0.372
2. N -0.482
3. N -0.340
4. Br 0.152
5. H 0.386
6. H 0.434
7. H 0.286
8. H 0.192

***

Entry 5:
DFT (wB97M-V/def2-TZVPD) results for a cluster of 2 separate species, C3H4N2O2 in total.

Positions of all 11 atoms, in Å:
1 C 1.189 1.268 0.061
2 N 2.599 0.867 0.062
3 N 1.847 0.304 -0.725
4 H 0.447 0.983 0.799
5 H 1.052 2.283 -0.296
6 O 0.241 -1.804 1.597
7 C -0.419 -1.527 0.672
8 C -1.333 -1.159 -0.182
9 O -1.489 0.166 -0.472
10 H -1.738 -1.838 -0.941
11 H -2.396 0.457 -0.575

Output
* structure (SMILES): C1N=N1.O=C=CO
* highest occupied orbital energy: -8.9 eV
* total energy: -376.54710 hartree
* orbital gap: 9.037 eV
* multiplicity: 1
* LUMO: 0.180 eV
* relative energy (zero: lowest compared OMol25 entry of this formula, charge and spin): 136.0 kcal per mole
* M: 100.1 g/mol

For reference, the Mulliken charges in units of e are:
1. C -0.108
2. N -0.278
3. N -0.129
4. H 0.230
5. H 0.253
6. O -0.370
7. C 0.579
8. C -0.308
9. O -0.463
10. H 0.283
11. H 0.312

***

Entry 6:
DFT (wB97M-V/def2-TZVPD) results for a cluster of 10 separate species, C65H67F11NO4 in total.

Positions of all 148 atoms, in Å:
1 C -3.095 0.857 -2.497
2 C -2.071 1.925 -2.817
3 F -2.363 2.488 -4.050
4 C -0.635 1.378 -2.873
5 C 0.327 2.114 -1.945
6 N 1.366 1.158 -1.423
7 C 2.527 1.864 -0.748
8 C 2.211 3.341 -0.533
9 C 3.454 4.002 0.085
10 O 3.417 3.930 1.486
11 C 2.377 4.683 2.110
12 O 2.075 5.816 1.366
13 C 0.700 6.057 1.086
14 C 0.594 6.906 -0.162
15 O 0.898 8.263 0.096
16 O 1.921 3.960 -1.779
17 C 1.095 3.239 -2.633
18 F 0.187 4.091 -3.163
19 H -2.732 0.183 -1.719
20 H -3.306 0.287 -3.406
21 H -4.028 1.313 -2.174
22 H -2.143 2.742 -2.092
23 H -0.636 0.312 -2.625
24 H -0.300 1.484 -3.908
25 H -0.218 2.492 -1.078
26 H 1.709 0.629 -2.233
27 H 0.937 0.463 -0.805
28 H 3.402 1.732 -1.386
29 H 2.732 1.372 0.202
30 H 1.358 3.423 0.147
31 H 3.605 5.009 -0.309
32 H 4.320 3.409 -0.225
33 H 2.784 4.959 3.086
34 H 1.490 4.056 2.270
35 H 0.234 6.584 1.926
36 H 0.158 5.108 0.955
37 H 1.266 6.493 -0.923
38 H -0.423 6.860 -0.559
39 H 1.850 8.396 -0.003
40 H 1.689 2.831 -3.464
41 F -0.127 4.054 3.796
42 C -0.652 2.824 3.997
43 C -0.467 2.188 5.205
44 C -0.996 0.913 5.354
45 C -1.683 0.304 4.313
46 C -1.859 0.975 3.110
47 C -1.343 2.252 2.946
48 H 0.080 2.678 5.998
49 H -0.866 0.393 6.293
50 H -2.085 -0.693 4.441
51 H -2.398 0.506 2.298
52 H -1.474 2.805 2.025
53 F 7.630 1.788 -4.809
54 C 6.949 2.859 -4.364
55 C 7.468 4.121 -4.574
56 C 6.753 5.217 -4.113
57 C 5.544 5.042 -3.452
58 C 5.049 3.761 -3.253
59 C 5.750 2.655 -3.711
60 H 8.413 4.233 -5.088
61 H 7.143 6.213 -4.274
62 H 4.992 5.901 -3.096
63 H 4.112 3.632 -2.727
64 H 5.387 1.643 -3.577
65 F 6.721 2.296 5.328
66 C 6.927 3.497 4.748
67 C 6.208 3.815 3.613
68 C 6.418 5.053 3.023
69 C 7.335 5.943 3.565
70 C 8.046 5.594 4.705
71 C 7.844 4.361 5.311
72 H 5.499 3.107 3.206
73 H 5.856 5.320 2.138
74 H 7.496 6.907 3.101
75 H 8.763 6.283 5.129
76 H 8.382 4.070 6.202
77 F -5.134 0.503 -0.204
78 C -5.859 -0.632 -0.040
79 C -5.601 -1.414 1.066
80 C -6.336 -2.578 1.238
81 C -7.303 -2.938 0.308
82 C -7.537 -2.131 -0.796
83 C -6.812 -0.961 -0.981
84 H -4.841 -1.112 1.774
85 H -6.149 -3.206 2.097
86 H -7.870 -3.849 0.445
87 H -8.289 -2.410 -1.522
88 H -6.982 -0.312 -1.830
89 F 1.941 -0.858 -3.575
90 C 1.234 -1.801 -4.289
91 C 1.286 -3.108 -3.869
92 C 0.570 -4.051 -4.596
93 C -0.160 -3.669 -5.712
94 C -0.179 -2.339 -6.110
95 C 0.524 -1.382 -5.392
96 H 1.872 -3.382 -3.004
97 H 0.590 -5.088 -4.289
98 H -0.708 -4.409 -6.277
99 H -0.739 -2.042 -6.987
100 H 0.529 -0.341 -5.687
101 F -6.179 -5.291 2.993
102 C -7.099 -6.282 2.866
103 C -8.435 -5.939 2.861
104 C -9.371 -6.955 2.727
105 C -8.962 -8.275 2.607
106 C -7.609 -8.586 2.619
107 C -6.658 -7.583 2.748
108 H -8.728 -4.903 2.967
109 H -10.425 -6.710 2.720
110 H -9.697 -9.062 2.506
111 H -7.288 -9.615 2.531
112 H -5.599 -7.798 2.760
113 F -0.840 -0.668 0.700
114 C -0.247 -1.881 0.906
115 C -0.669 -2.962 0.163
116 C -0.067 -4.191 0.405
117 C 0.929 -4.311 1.364
118 C 1.328 -3.200 2.094
119 C 0.736 -1.964 1.870
120 H -1.458 -2.847 -0.569
121 H -0.385 -5.058 -0.157
122 H 1.388 -5.272 1.549
123 H 2.096 -3.294 2.850
124 H 1.017 -1.085 2.436
125 F -5.089 -5.778 7.031
126 C -5.218 -4.436 7.027
127 C -5.328 -3.785 5.814
128 C -5.463 -2.403 5.819
129 C -5.482 -1.700 7.016
130 C -5.367 -2.384 8.219
131 C -5.236 -3.765 8.233
132 H -5.308 -4.351 4.895
133 H -5.560 -1.874 4.879
134 H -5.590 -0.624 7.012
135 H -5.382 -1.841 9.155
136 H -5.151 -4.320 9.158
137 F 3.665 -6.262 -7.228
138 C 4.035 -4.968 -7.310
139 C 4.793 -4.557 -8.387
140 C 5.166 -3.222 -8.460
141 C 4.785 -2.329 -7.467
142 C 4.023 -2.774 -6.395
143 C 3.636 -4.104 -6.311
144 H 5.083 -5.271 -9.146
145 H 5.759 -2.880 -9.297
146 H 5.085 -1.292 -7.528
147 H 3.730 -2.082 -5.615
148 H 3.043 -4.477 -5.490

Output
* highest occupied orbital energy: -10.6 eV
* total energy: -3971.01634 hartree
* net charge: +1
* orbital gap: 8.245 eV
* multiplicity: 1
* LUMO: -2.376 eV
* M: 1135.2 g/mol

Results of the Mulliken charge analysis, in e, for atoms 1 through 99:
1. C -1.545
2. C 0.566
3. F -0.424
4. C -0.772
5. C -0.203
6. N 1.012
7. C -1.150
8. C 1.348
9. C -1.417
10. O -0.435
11. C -0.364
12. O -0.445
13. C 0.378
14. C -0.658
15. O -0.565
16. O -0.174
17. C -0.085
18. F -0.404
19. H 0.277
20. H 0.398
21. H 0.428
22. H 0.275
23. H 0.543
24. H 0.186
25. H 0.335
26. H 0.028
27. H 0.012
28. H 0.243
29. H 0.521
30. H 0.116
31. H 0.364
32. H 0.586
33. H 0.413
34. H 0.243
35. H 0.450
36. H -0.127
37. H 0.207
38. H 0.369
39. H 0.349
40. H 0.290
41. F -0.368
42. C 0.437
43. C -0.661
44. C -0.508
45. C -0.793
46. C -0.305
47. C -0.301
48. H 0.477
49. H 0.422
50. H 0.571
51. H 0.456
52. H 0.547
53. F -0.315
54. C 0.309
55. C -0.562
56. C -0.464
57. C -0.860
58. C 0.303
59. C -0.698
60. H 0.444
61. H 0.383
62. H 0.462
63. H 0.531
64. H 0.473
65. F -0.317
66. C 0.451
67. C -0.552
68. C -0.023
69. C -0.783
70. C -0.242
71. C -0.562
72. H 0.527
73. H 0.306
74. H 0.397
75. H 0.361
76. H 0.430
77. F -0.302
78. C 0.627
79. C -0.831
80. C -0.112
81. C -0.730
82. C -0.329
83. C -0.622
84. H 0.562
85. H 0.480
86. H 0.444
87. H 0.378
88. H 0.452
89. F -0.490
90. C 0.395
91. C -0.392
92. C -0.587
93. C -0.472
94. C -0.681
95. C -0.300
96. H 0.487
97. H 0.493
98. H 0.446
99. H 0.439